P.
ORCA calculation (ωB97M-V/def2-TZVPD) on a cluster of 2 separate species, C5H5NO2 in total.

Calculated values
E_HOMO: -9.16 eV

```
13
Properties=species:S:1:pos:R:3:mulliken_charge:R:1
O 0.186 0.286 -1.320 -0.050
O 0.666 1.264 0.660 -0.359
N -0.746 -0.390 -1.982 -0.331
C 1.772 0.378 0.988 0.121
C -1.849 -0.124 -1.254 -0.011
C 1.649 -1.004 1.007 -0.573
C -1.598 0.496 -0.092 -0.439
C -0.291 0.944 -0.120 0.324
H 2.637 1.201 1.268 0.265
H -2.354 0.602 0.803 0.259
H -2.798 -0.709 -1.627 0.312
H 0.193 -1.110 0.503 0.199
H 2.533 -1.833 1.165 0.283
```

Q.
ORCA calculation (ωB97M-V/def2-TZVPD) on the molecule C5H5NO2.

Calculated values
Structure (SMILES): C#C/C=C(/C)[N+](=O)[O-]
E_HOMO: -9.50 eV

```
13
Properties=species:S:1:pos:R:3:mulliken_charge:R:1
O 1.441 1.478 0.093 -0.588
O -0.475 2.462 0.248 -0.638
N 0.218 1.487 0.136 0.996
C 0.245 -0.942 0.035 -0.181
C 1.606 -1.173 0.225 -0.532
C -0.500 0.234 0.077 0.516
C 2.750 -1.539 -0.009 -0.238
C -1.933 0.327 -0.052 -1.069
H 3.760 -1.596 -0.080 0.434
H -2.442 -0.140 0.681 0.321
H -2.208 -0.204 -0.947 0.300
H -2.230 1.479 -0.206 0.324
H -0.231 -1.871 -0.202 0.355
```

R.
ORCA calculation (ωB97M-V/def2-TZVPD) on the molecule C5H5NO2.

Calculated values
Structure (SMILES): O/C=C1\C=NC(O)=C1
E_HOMO: -8.32 eV

```
13
Properties=species:S:1:pos:R:3:mulliken_charge:R:1
O 2.986 -0.006 -0.148 -0.442
O -2.953 0.262 -0.296 -0.404
N 1.223 1.321 -0.065 -0.477
C -0.548 -0.174 0.419 0.495
C 0.715 -1.055 0.157 -0.836
C -0.070 1.249 0.341 -0.375
C 1.697 -0.026 -0.004 0.574
C -1.875 -0.507 0.166 -0.082
H 0.782 -2.154 0.100 0.335
H -0.675 2.289 0.061 0.270
H -2.274 1.034 0.017 0.323
H 3.347 -0.829 -0.292 0.327
H -2.354 -1.404 -0.456 0.291
```

Q: Which of them is the least stable? A: P.

P.
ORCA calculation (ωB97M-V/def2-TZVPD) on the molecule C5H6O2.

Calculated values
Structure (SMILES): O=C1CC2(CO2)C1
E_HOMO: -9.67 eV

```
13
Properties=species:S:1:pos:R:3:mulliken_charge:R:1
O 1.298 0.642 -1.069 -0.478
O -2.837 -0.582 0.075 -0.554
C 1.888 0.205 0.145 -0.345
C 0.419 0.170 -0.073 0.526
C -0.392 -1.134 -0.037 -0.595
C -0.892 1.017 0.061 -0.535
C -1.670 -0.304 0.036 0.349
H 2.360 0.878 0.856 0.225
H -0.269 -1.881 -0.820 0.363
H 2.513 -0.673 -0.066 0.248
H -0.245 -1.597 0.951 0.230
H -1.132 1.737 0.848 0.332
H -1.042 1.523 -0.907 0.233
```

Q.
ORCA calculation (ωB97M-V/def2-TZVPD) on the molecule C5H6O2.

Calculated values
Structure (SMILES): C#CC(=O)[C@@H](C)O
E_HOMO: -10.37 eV

```
13
Properties=species:S:1:pos:R:3:mulliken_charge:R:1
O 1.304 1.782 0.279 -0.587
O 1.931 -0.628 0.777 -0.566
C 0.390 0.997 0.100 0.360
C -0.063 -1.562 -0.274 -1.154
C -1.949 1.855 -0.798 0.340
C -0.894 1.447 -0.388 -0.578
C 0.566 -0.445 0.559 0.219
H -2.873 2.242 -1.163 0.417
H 2.277 0.289 0.793 0.436
H 0.002 -0.405 1.512 0.146
H -1.113 -1.335 -0.490 0.358
H -0.040 -2.491 0.306 0.293
H 0.463 -1.746 -1.215 0.316
```

R.
ORCA calculation (ωB97M-V/def2-TZVPD) on the molecule C5H6O2.

Calculated values
Structure (SMILES): C=C=C(C)OC=O
E_HOMO: -8.28 eV

```
13
Properties=species:S:1:pos:R:3:mulliken_charge:R:1
O -0.161 0.177 -2.280 -0.564
O 0.122 1.250 -0.280 -0.231
C -0.185 0.098 0.510 0.332
C 0.768 -1.908 -0.709 -0.755
C 0.412 -1.036 0.180 0.124
C 0.123 1.149 -1.600 0.232
C -0.726 0.441 1.854 -1.242
H 0.403 2.097 -2.071 0.383
H -1.049 -0.478 2.350 0.346
H 1.633 -2.608 -0.640 0.262
H 0.125 -1.207 -1.603 0.500
H 0.088 0.872 2.457 0.268
H -1.553 1.152 1.833 0.347
```

S.
ORCA calculation (ωB97M-V/def2-TZVPD) on a structure of composition C5H6O2.

Calculated values
E_HOMO: -10.36 eV

```
13
Properties=species:S:1:pos:R:3:mulliken_charge:R:1
O 2.718 -1.081 0.669 -0.547
O 0.518 -0.701 1.247 -0.385
C 1.650 -0.597 0.463 0.465
C -0.265 -0.045 0.207 0.993
C 0.225 1.346 0.087 -0.717
C 0.973 0.206 -0.606 -0.300
C -1.582 -0.662 -0.123 -1.327
H -1.450 -1.727 -0.340 0.311
H 0.667 1.837 0.950 0.238
H -2.024 -0.176 -0.997 0.330
H 1.149 0.160 -1.674 0.351
H -2.278 -0.564 0.716 0.330
H -0.301 2.005 -0.599 0.258
```

Q: Which of them is the least stable? A: R.

P.
ORCA calculation (ωB97M-V/def2-TZVPD) on the molecule C5H6O2.

Calculated values
E_HOMO: -9.04 eV

```
13
Properties=species:S:1:pos:R:3:mulliken_charge:R:1
O -0.470 -1.447 2.551 -0.621
O 0.520 -0.921 1.776 -0.030
C 1.161 0.140 -0.301 -0.611
C 0.170 1.133 -0.952 -0.331
C -1.243 0.640 -0.866 -0.658
C 0.218 -0.576 0.611 0.455
C -1.167 -0.535 0.057 -0.253
H 0.439 1.506 -1.944 0.424
H 1.563 -0.554 -1.052 0.267
H -1.345 -1.393 -0.619 0.315
H 2.003 0.591 0.227 0.340
H 0.085 2.038 -0.318 0.274
H -1.936 -0.621 0.831 0.429
```

Q.
ORCA calculation (ωB97M-V/def2-TZVPD) on the molecule C5H6O2.

Calculated values
Structure (SMILES): C#C[C@@H](C)OC=O
E_HOMO: -9.64 eV

```
13
Properties=species:S:1:pos:R:3:mulliken_charge:R:1
O -1.164 0.311 -0.106 -0.277
O -1.088 -1.301 -1.761 -0.461
C -1.529 -0.316 -1.241 0.125
C 0.942 -0.861 0.005 -0.542
C -0.013 -0.021 0.727 0.482
C 1.365 -1.565 -0.872 -0.050
C 0.555 1.320 1.172 -1.230
H -0.244 1.930 1.603 0.324
H 1.645 -2.199 -1.682 0.389
H 0.978 1.847 0.313 0.340
H 1.341 1.180 1.920 0.362
H -2.374 0.242 -1.668 0.359
H -0.412 -0.568 1.590 0.180
```

Q: Which of them is the least stable? A: P.

P.
ORCA calculation (ωB97M-V/def2-TZVPD) on a cluster of 2 separate species, C2H2IO2 in total.

Calculated values
Charge: -1
E_HOMO: -2.72 eV

```
7
Properties=species:S:1:pos:R:3:mulliken_charge:R:1
I -1.053 -2.274 0.537 -0.363
O 1.458 0.372 1.595 -0.358
O 1.334 1.950 -0.081 -0.349
C -0.777 -0.309 -0.589 -0.783
C 1.246 1.108 0.723 0.594
H -1.852 -0.110 -0.699 0.123
H -0.356 -0.736 -1.487 0.135
```

Q.
ORCA calculation (ωB97M-V/def2-TZVPD) on a cluster of 2 separate species, C2H2IO2 in total.

Calculated values
Charge: -1
E_HOMO: -2.04 eV

```
7
Properties=species:S:1:pos:R:3:mulliken_charge:R:1
I 2.745 1.664 0.430 -0.446
O -1.154 -2.060 -0.555 -0.360
O -1.806 -0.751 1.281 -0.324
C -1.454 -1.339 0.331 0.569
C 0.755 0.707 -0.201 -0.802
H 1.031 0.402 -1.201 0.186
H -0.116 1.376 -0.084 0.176
```

Q: Which of them is the least stable? A: Q.

P.
ORCA calculation (ωB97M-V/def2-TZVPD) on the molecule C6H11N.

Calculated values
Structure (SMILES): C=CNC/C=C/C
E_HOMO: -8.64 eV

```
18
Properties=species:S:1:pos:R:3:mulliken_charge:R:1
N -0.351 -0.782 -1.758 -0.415
C 0.185 -0.246 0.620 -0.041
C -1.243 1.428 -2.295 -0.794
C 1.043 -0.532 1.579 -0.109
C 1.595 0.456 2.541 -1.196
C -1.436 0.144 -1.995 -0.037
C -0.482 -1.172 -0.301 -0.656
H 1.105 1.436 2.544 0.319
H -1.544 -1.333 -0.060 0.332
H -2.148 1.939 -2.612 0.251
H 2.689 0.518 2.528 0.304
H 1.506 -1.499 1.772 0.311
H 0.594 -0.419 -1.835 0.280
H -0.268 1.894 -2.318 0.269
H -0.146 0.792 0.504 0.245
H -0.108 -2.206 -0.178 0.268
H 1.286 0.071 3.528 0.308
H -2.277 -0.489 -2.264 0.360
```

Q.
ORCA calculation (ωB97M-V/def2-TZVPD) on the molecule C6H11N.

Calculated values
Structure (SMILES): CCC[C@@H](C)C#N
E_HOMO: -9.73 eV

```
18
Properties=species:S:1:pos:R:3:mulliken_charge:R:1
N -1.115 1.170 1.569 -0.586
C -0.757 -2.344 0.709 -1.476
C 0.554 1.983 -1.244 -1.206
C -0.782 -0.898 0.223 0.661
C 0.638 -0.345 -0.168 -0.907
C 0.834 1.187 0.032 -0.260
C -1.284 0.082 1.193 0.133
H -1.752 -2.668 1.028 0.386
H -0.070 -2.458 1.555 0.375
H 0.793 -0.652 -1.221 0.359
H -0.389 1.676 -1.720 0.276
H 1.342 1.891 -2.005 0.323
H 0.186 1.715 0.948 0.316
H -1.461 -0.822 -0.636 0.226
H 1.381 -0.913 0.409 0.355
H 0.463 3.040 -0.989 0.355
H 1.839 1.362 0.411 0.322
H -0.419 -3.007 -0.094 0.345
```

R.
ORCA calculation (ωB97M-V/def2-TZVPD) on the molecule C6H11N.

Calculated values
E_HOMO (alpha / beta): -7.65 / -8.60 eV

```
18
Properties=species:S:1:pos:R:3:mulliken_charge:R:1
N 1.284 1.025 -0.897 -0.734
C -1.394 1.102 0.879 -0.702
C -0.195 0.399 1.224 -0.553
C 1.863 -1.007 0.193 -1.653
C -1.492 -0.299 -1.348 -0.679
C 0.787 -0.026 -0.256 1.130
C -0.311 -0.789 -1.175 -0.453
H 1.432 -1.853 0.728 0.388
H -2.326 0.792 1.337 0.385
H 0.547 0.978 1.765 0.378
H -2.415 -0.632 -1.788 0.397
H 0.541 1.663 -1.183 0.330
H -1.709 0.594 -0.451 0.078
H -0.382 -0.555 1.712 0.278
H 2.412 -1.379 -0.674 0.405
H 2.575 -0.493 0.840 0.377
H 0.103 -1.691 -1.600 0.332
H -1.318 2.170 0.697 0.296
```

S.
ORCA calculation (ωB97M-V/def2-TZVPD) on the molecule C6H11N.

Calculated values
Structure (SMILES): C=C/C(=C\N)CC
E_HOMO: -7.62 eV

```
18
Properties=species:S:1:pos:R:3:mulliken_charge:R:1
N -2.428 -0.349 -0.946 -0.430
C 1.799 0.014 1.648 -1.442
C -0.057 1.237 -1.936 -1.066
C -1.402 -0.834 -0.138 -0.259
C 0.324 0.865 -0.714 -0.152
C -0.192 -0.279 0.045 0.365
C 0.678 -0.877 1.147 -0.288
H 0.107 -1.284 1.987 0.332
H 0.500 2.003 -2.452 0.255
H -0.580 0.698 -2.720 0.379
H -1.694 -1.798 0.268 0.342
H -3.363 -0.381 -0.590 0.213
H -2.217 0.446 -1.527 0.158
H 0.923 1.543 -0.118 0.258
H 1.495 1.005 2.003 0.364
H 2.412 -0.473 2.408 0.363
H 2.534 0.248 0.865 0.348
H 1.161 -1.783 0.769 0.260
```

Q: Which of them is the least stable? A: R.